A cluster of 2 separate species, C4H12NO2 in total in a non-equilibrium geometry, computed with ωB97M-V/def2-TZVPD.

Structure (XYZ):
```
19
Properties=species:S:1:pos:R:3
H 1.64956 -0.61023 -1.60828
C -0.56267 -1.07149 -1.03241
H 0.69310 2.61794 1.47496
H -1.45729 -0.07656 1.36944
C -2.00705 -1.26527 -0.34788
O 1.23676 1.94173 1.89686
H -0.15809 0.54033 0.08094
N -0.15857 0.29831 -0.90565
H -3.08521 -0.95838 1.52164
H -2.23897 -2.32402 -0.46561
H -2.72880 -0.62513 -0.89282
H -0.79143 -1.26188 -2.10622
H 1.68159 1.40191 1.14242
O 2.12163 0.48968 -0.02726
H -1.59672 -1.84314 1.68631
C -2.03745 -0.97359 1.17245
H 1.52598 1.15656 -1.95340
H 0.03451 -1.89778 -0.62001
C 1.42293 0.38415 -1.14977
```

Properties
- charge = -2
- LUMO (spin up / spin down) (eV) = 6.87 / 6.77
- largest force on an atom (eV Å⁻¹) = 3.5
- HOMO (spin up / spin down) (hartree) = 0.159 / -0.026
- ⟨S²⟩ = 0.751
- 2S+1 = 2



An isolated molecule of C6H8, computed with ωB97M-V/def2-TZVPD.

Structure (XYZ):
```
14
Properties=species:S:1:pos:R:3
C -0.55804 0.19287 1.12870
H 1.63947 0.52262 1.26669
C 0.84599 0.19538 0.59894
C 1.20814 -0.65075 -0.59316
C -1.50153 -0.67099 0.73715
H -1.25838 0.32615 -1.51894
H 2.27270 -0.83731 -0.71358
H 0.57833 -1.48668 -0.88848
C -0.72925 1.12802 -0.96547
H 1.41888 1.53163 -1.11623
H -2.54674 -0.50427 0.97315
H -0.82990 1.04499 1.74777
H -1.26399 -1.54817 0.14158
C 0.72435 0.75651 -0.79813
```

Properties
- LUMO (eV) = 0.27
- largest force on an atom (eV Å⁻¹) = 0.3
- HOMO (hartree) = -0.302
- 2S+1 = 1



> Which formula does entry 2 have?

C6H8